Formula: C5H8N2
Source: the Open Molecules 2025 dataset
Level of theory: the ωB97M-V functional and the def2-TZVPD basis

**Charge**: 0
**Largest force on an atom**: 0.7 eV/A
**E**: -8291.8812 eV
**HOMO (spin up / spin down)**: -6.5015 / -6.7353 eV

Geometry as XYZ:
```
15
Properties=species:S:1:pos:R:3:nbo_charge:R:1
C 1.56477 0.51494 1.21875 -0.325
N 0.46594 0.56310 0.47140 -0.249
C -0.34444 1.52938 0.02833 -0.118
C -1.54064 0.90622 -0.48149 -0.206
C -1.43712 -0.43987 -0.44562 -0.318
C -0.04645 -0.77935 -0.00517 0.077
N 0.78127 -1.28459 -1.07590 -0.824
H 2.24140 1.35139 1.28226 0.188
H 1.52264 -0.21210 2.01678 0.180
H 0.11260 -1.40733 0.87838 0.199
H -0.20943 2.55280 0.35290 0.209
H -2.43059 1.46616 -0.75705 0.222
H -2.17176 -1.17275 -0.74965 0.222
H 1.24832 -2.14254 -0.81442 0.370
H 0.24348 -1.44547 -1.91949 0.372
```


Formula: C29H77FFeO10
Source: the Open Molecules 2025 dataset
Level of theory: the ωB97M-V functional and the def2-TZVPD basis

**Charge**: +1
**Largest force on an atom**: 3.7 eV/A
**E**: -88894.5929 eV
**HOMO (spin up / spin down)**: -11.9355 / -11.9353 eV
**Spin multiplicity**: 6
**⟨S²⟩**: 8.77

Geometry as XYZ:
```
118
Properties=species:S:1:pos:R:3:lowdin_spin:R:1
Fe -19.37622 8.78394 -9.69093 4.107
C -17.74307 8.96838 -13.35844 0.017
C -18.60062 9.94433 -12.56119 0.055
O -18.74926 9.64005 -11.21736 0.471
H -17.63134 9.36296 -14.36652 0.001
H -18.27361 8.01458 -13.37148 0.000
H -16.79298 8.76796 -12.86326 0.000
H -19.61982 9.97801 -12.97617 0.005
H -18.24592 10.97107 -12.71463 0.017
F -21.05776 8.44095 -10.35802 0.197
C -16.55756 9.64626 -17.30962 0.000
C -17.05919 8.61076 -18.31416 0.000
C -18.20927 7.82496 -17.70528 0.000
O -17.51181 9.22523 -19.50958 0.000
H -15.87096 10.35122 -17.78208 0.000
H -15.99761 9.15845 -16.50404 0.000
H -17.35248 10.20161 -16.81042 0.000
H -16.24044 7.90400 -18.49046 0.000
H -19.17438 8.26910 -17.97185 0.000
H -18.15655 7.79210 -16.61643 0.000
H -18.33744 6.81795 -18.10890 0.000
H -16.72866 9.48484 -20.00522 0.000
C -23.98071 10.07811 -16.08853 0.000
C -23.58739 9.50618 -14.74976 0.000
C -22.07679 9.50448 -14.53028 0.000
O -24.27191 10.33546 -13.80057 0.000
H -23.50243 9.56179 -16.92339 0.000
H -23.70688 11.12777 -16.20688 0.000
H -25.06364 10.01348 -16.18867 0.000
H -23.97194 8.49719 -14.55562 0.000
H -21.76837 10.53473 -14.72936 0.000
H -21.54183 8.81340 -15.18079 0.000
H -21.84154 9.27459 -13.48562 0.000
H -23.95946 10.22948 -12.89705 0.000
C -18.93268 5.32779 -14.54970 0.000
C -20.12885 6.14278 -14.11770 0.000
C -21.47793 5.62690 -14.58768 0.000
O -20.19142 5.94662 -12.66931 0.001
H -17.98943 5.68923 -14.14467 0.000
H -18.90917 5.21601 -15.63432 0.000
H -19.08446 4.30814 -14.18544 0.000
H -20.03393 7.21164 -14.32641 0.000
H -22.28797 6.22886 -14.16366 0.000
H -21.68440 4.59975 -14.28616 0.000
H -21.60294 5.67014 -15.67216 0.000
H -21.04475 6.31229 -12.40086 0.000
C -18.06745 4.60297 -10.09791 0.003
C -17.68629 6.06702 -10.04262 0.006
C -16.56999 6.41017 -11.01551 0.000
O -18.82778 6.90531 -10.36089 0.068
H -17.25755 4.00403 -9.67506 0.001
H -18.03333 4.26394 -11.13652 0.000
H -19.01222 4.38551 -9.60932 0.000
H -17.26893 6.35468 -9.07457 0.000
H -16.29763 7.46948 -11.00798 0.000
H -16.75744 6.15279 -12.05867 0.000
H -15.64009 5.92897 -10.69785 0.000
H -19.27880 6.49560 -11.12969 0.001
C -12.80043 7.65884 -10.66181 0.000
C -12.51403 7.96217 -12.13169 0.000
C -13.35284 9.13489 -12.63965 0.000
O -11.13801 8.28730 -12.24371 0.000
H -13.83979 7.35266 -10.51621 0.000
H -12.72485 8.57298 -10.05731 0.000
H -12.07514 6.97366 -10.22716 0.000
H -12.70607 7.03802 -12.67780 0.000
H -12.86390 9.47951 -13.55306 0.000
H -13.30480 9.97848 -11.95135 0.000
H -14.35337 8.78466 -12.89972 0.000
H -10.83157 8.85796 -11.53381 0.000
C -21.92669 12.86770 -12.80169 0.000
C -21.02795 13.82378 -13.57134 0.000
C -20.23030 13.19078 -14.69667 0.000
O -21.74604 14.95263 -14.06474 0.000
H -21.29896 12.10052 -12.32576 0.000
H -22.70646 12.33514 -13.34430 0.000
H -22.31872 13.40665 -11.93661 0.000
H -20.28512 14.18784 -12.85887 0.000
H -19.61739 13.94914 -15.18742 0.000
H -20.77709 12.72184 -15.52154 0.000
H -19.53670 12.43138 -14.32046 0.000
H -22.35531 14.58369 -14.71479 0.000
C -16.30784 10.95207 -7.54069 0.001
C -16.68063 10.41436 -8.90738 0.003
C -15.50109 10.14848 -9.82607 0.001
O -17.52825 9.21042 -8.76665 0.039
H -15.48977 10.34696 -7.14046 0.000
H -17.18323 10.92556 -6.89854 0.000
H -15.94600 11.96504 -7.70641 0.000
H -17.32928 11.12311 -9.42048 0.000
H -15.78930 9.74046 -10.79374 0.000
H -14.81036 9.44156 -9.36139 0.000
H -15.06343 11.13685 -9.97305 0.000
H -17.00572 8.59542 -8.23528 0.002
C -14.70793 11.81126 -14.21922 0.000
C -15.69244 12.94733 -14.29881 0.000
C -16.55752 12.82252 -15.54978 0.000
O -16.49603 13.13423 -13.14311 0.001
H -13.92651 11.94607 -13.46801 0.000
H -14.15723 11.71331 -15.15777 0.000
H -15.16862 10.83278 -14.04777 0.000
H -15.19447 13.90890 -14.44591 0.000
H -17.23258 11.96285 -15.52362 0.000
H -16.00179 12.76606 -16.48821 0.000
H -17.16139 13.72171 -15.68938 0.000
H -16.90242 12.30008 -12.88690 0.001
C -18.81624 13.52862 -10.59840 0.000
C -18.20787 13.85265 -9.25491 0.000
C -18.59804 15.25162 -8.82093 0.000
O -18.66920 12.90026 -8.28438 0.000
H -18.59275 14.31393 -11.32130 0.000
H -19.90925 13.51614 -10.54115 0.000
H -18.52258 12.57540 -11.04384 0.000
H -17.11374 13.77194 -9.31827 0.000
H -18.45361 16.00140 -9.59858 0.000
H -18.12941 15.59988 -7.89832 0.000
H -19.67516 15.27259 -8.62358 0.000
H -18.50979 13.28103 -7.41474 0.000
```